Formula: C59H43N8O4P2RuSSe2
Source: the Open Molecules 2025 dataset
Level of theory: ωB97M-V/def2-TZVPD

## Properties
calculated total energy: -8991.692337 hartree
E_HOMO (spin up / spin down): -0.357 / -0.357 Ha
gap between HOMO and LUMO (spin up / spin down): 7.17 / 7.17 eV
LUMO (spin up / spin down): -0.093 / -0.093 Eh

```
! wB97M-V def2-TZVPD RIJCOSX def2/J DEFGRID3
* xyz 1 1
Ru 0.69 0.00 0.83
Se 2.52 -3.79 -4.58
P 2.99 -4.41 -2.63
C 4.76 -4.72 -2.38
C 5.26 -5.97 -2.04
C 6.62 -6.12 -1.85
C 7.47 -5.04 -2.00
C 6.97 -3.80 -2.38
C 5.61 -3.65 -2.58
C 2.10 -5.89 -2.06
C 2.20 -6.30 -0.74
C 1.56 -7.45 -0.33
C 0.82 -8.20 -1.24
C 0.73 -7.80 -2.56
C 1.38 -6.64 -2.98
C 2.72 -3.14 -1.35
C 2.15 -1.85 -1.34
N 2.31 -1.37 -0.10
N 2.92 -2.31 0.59
N 3.19 -3.38 -0.13
P 1.29 -0.73 -2.46
Se 1.17 1.23 -1.60
C -0.29 -1.52 -2.82
C -0.49 -2.89 -2.68
C -1.71 -3.44 -3.04
C -2.72 -2.62 -3.52
C -2.52 -1.25 -3.64
C -1.31 -0.70 -3.29
C 2.25 -0.56 -3.99
C 1.63 -0.57 -5.23
C 2.39 -0.38 -6.36
C 3.76 -0.18 -6.26
C 4.36 -0.14 -5.02
C 3.61 -0.33 -3.87
H 4.60 -6.82 -1.94
H 7.02 -7.09 -1.57
H 8.53 -5.16 -1.82
H 7.64 -2.97 -2.53
H 5.20 -2.70 -2.90
H 2.79 -5.72 -0.04
H 1.63 -7.78 0.70
H 0.32 -9.10 -0.92
H 0.17 -8.38 -3.27
H 1.32 -6.33 -4.01
H 0.30 -3.54 -2.32
H -1.86 -4.50 -2.95
H -3.67 -3.05 -3.80
H -3.31 -0.62 -4.02
H -1.13 0.37 -3.37
H 0.56 -0.75 -5.29
H 1.92 -0.40 -7.33
H 4.35 -0.05 -7.16
H 5.43 0.03 -4.95
H 4.07 -0.29 -2.89
C -6.06 11.94 2.93
O -6.32 11.02 1.89
C -5.68 9.83 1.92
C -5.92 8.98 0.83
C -5.30 7.75 0.76
C -4.42 7.34 1.76
C -4.19 8.19 2.85
C -4.82 9.42 2.93
C -3.68 6.10 1.66
N -4.01 5.05 0.94
C -3.00 4.16 1.10
C -2.01 4.70 1.93
N -2.48 5.92 2.29
C -0.78 4.05 2.19
C 0.26 4.57 2.98
C 1.44 3.88 3.07
C 1.58 2.69 2.37
N 0.61 2.16 1.65
C -0.57 2.80 1.56
C -1.64 2.17 0.82
N -1.46 0.91 0.38
C -2.41 0.29 -0.28
C -3.64 0.89 -0.57
C -3.86 2.18 -0.15
C -2.86 2.84 0.57
H -6.62 12.84 2.67
H -5.00 12.18 2.99
H -6.42 11.57 3.90
H -6.59 9.31 0.06
H -5.47 7.10 -0.08
H -3.55 7.90 3.66
H -4.63 10.04 3.79
H -2.01 6.60 2.87
H 0.13 5.51 3.50
H 2.26 4.25 3.67
H 2.52 2.15 2.40
H -2.20 -0.72 -0.59
H -4.39 0.34 -1.11
H -4.78 2.71 -0.36
O -0.71 -0.78 5.17
S -0.99 -0.26 3.86
O -0.79 1.16 3.68
N -0.12 -1.05 2.69
C -0.93 -1.71 1.87
O -0.52 -2.18 0.78
C -2.35 -1.71 2.27
C -3.40 -2.39 1.67
C -4.69 -2.07 2.06
C -4.93 -1.08 3.01
C -3.87 -0.43 3.64
C -2.60 -0.78 3.27
H -3.19 -3.13 0.91
H -5.53 -2.58 1.62
H -5.94 -0.82 3.25
H -4.05 0.33 4.38
C 3.93 -1.80 4.58
C 4.14 -3.03 3.98
C 3.82 -3.21 2.64
C 3.28 -2.15 1.93
C 3.08 -0.90 2.53
C 3.40 -0.74 3.86
H 4.17 -1.66 5.63
H 4.55 -3.85 4.54
H 3.96 -4.16 2.15
H 2.71 -0.06 1.93
H 3.25 0.22 4.33
*
```

Formula: C16H21N3O5S
Source: the Open Molecules 2025 dataset
Level of theory: ωB97M-V/def2-TZVPD

## Properties
calculated total energy: -1560.983343 hartree
E_HOMO: -0.319 Ha
gap between HOMO and LUMO: 8.02 eV
LUMO: -0.024 Eh
SMILES: CCN(CC)CCNS(=O)(=O)c1ccc2[nH]cc(C(=O)O)c(=O)c2c1

```
! wB97M-V def2-TZVPD RIJCOSX def2/J DEFGRID3
* xyz 0 1
C 3.98 3.77 1.48
C 2.74 3.65 0.60
N 2.69 2.36 -0.06
C 2.05 2.34 -1.36
C 0.57 2.73 -1.37
C 2.34 1.24 0.79
C 3.40 0.14 0.70
N 2.98 -1.13 1.24
S 2.35 -2.26 0.22
O 1.98 -3.38 1.02
O 3.27 -2.43 -0.87
C 0.85 -1.53 -0.47
C 0.82 -1.20 -1.82
C -0.31 -0.63 -2.36
C -1.42 -0.38 -1.55
N -2.55 0.20 -2.07
C -3.63 0.45 -1.30
C -3.68 0.16 0.03
C -4.94 0.49 0.77
O -5.88 0.99 0.21
O -4.94 0.20 2.06
C -2.54 -0.44 0.69
O -2.51 -0.70 1.90
C -1.39 -0.72 -0.18
C -0.24 -1.31 0.34
H 4.87 3.57 0.89
H 4.04 4.77 1.89
H 3.94 3.06 2.30
H 1.83 3.84 1.20
H 2.79 4.42 -0.18
H 2.17 1.34 -1.77
H 2.61 3.03 -2.01
H 0.44 3.76 -1.04
H 0.18 2.65 -2.38
H -0.01 2.08 -0.72
H 1.36 0.82 0.51
H 2.26 1.58 1.83
H 4.32 0.46 1.21
H 3.65 -0.06 -0.35
H 2.53 -1.10 2.14
H 1.70 -1.40 -2.41
H -0.35 -0.36 -3.41
H -2.56 0.43 -3.05
H -4.49 0.90 -1.78
H -4.08 -0.20 2.33
H -0.22 -1.60 1.38
*
```

Formula: C24H19N5O4SeTl
Source: the Open Molecules 2025 dataset
Level of theory: ωB97M-V/def2-TZVPD

## Properties
calculated total energy: -4074.769063 hartree
E_HOMO: -0.162 Ha
gap between HOMO and LUMO: 6.26 eV
LUMO: 0.068 Eh

```
! wB97M-V def2-TZVPD RIJCOSX def2/J DEFGRID3
* xyz -1 1
Tl 0.28 0.08 -0.41
O 4.04 -2.86 -1.37
C 2.74 -2.57 -1.12
O 1.91 -2.24 -1.96
C 2.46 -2.62 0.36
C 3.51 -2.98 1.25
C 3.17 -2.95 2.62
C 1.90 -2.56 3.03
C 0.96 -2.20 2.06
N 1.24 -2.28 0.76
C -0.34 -1.67 2.51
O -0.78 -1.90 3.67
O -0.96 -0.95 1.62
H 4.20 -2.78 -2.33
H 4.48 -3.23 0.87
H 3.90 -3.25 3.35
H 1.67 -2.53 4.10
C -3.33 -3.00 -1.66
C -4.20 -2.35 -2.53
C -3.92 -1.04 -2.91
C -2.72 -0.43 -2.47
N -1.89 -1.06 -1.64
C -2.24 -2.30 -1.20
C -2.41 0.91 -2.92
C -3.29 1.67 -3.72
C -2.95 2.97 -4.08
C -1.73 3.49 -3.67
C -0.91 2.67 -2.90
N -1.24 1.43 -2.52
H -3.44 -4.06 -1.40
H -5.13 -2.83 -2.83
H -4.59 -0.54 -3.60
H -1.59 -2.71 -0.42
H -4.23 1.23 -4.07
H -3.65 3.57 -4.67
H -1.43 4.50 -3.91
H 0.06 3.07 -2.59
Se 4.29 1.46 -3.41
C 3.07 1.90 -2.10
N 2.29 2.27 -1.27
N 0.49 2.86 0.99
C 0.66 2.35 2.23
C 1.90 1.80 2.64
C 2.07 1.33 3.95
C 1.03 1.43 4.88
C -0.20 1.98 4.47
C -0.41 2.44 3.19
H -0.35 3.36 0.76
H 1.15 2.67 0.23
H 2.71 1.73 1.92
H 3.00 0.83 4.25
H 1.12 1.04 5.89
H -1.01 1.98 5.20
H -1.38 2.85 2.90
*
```

Formula: C3H4O4Sn
Source: the Open Molecules 2025 dataset
Level of theory: ωB97M-V/def2-TZVPD

## Properties
calculated total energy: -631.842030 hartree
E_HOMO (spin up / spin down): -0.019 / -0.019 Ha
gap between HOMO and LUMO (spin up / spin down): 3.04 / 3.08 eV
LUMO (spin up / spin down): 0.092 / 0.094 Eh

```
! wB97M-V def2-TZVPD RIJCOSX def2/J DEFGRID3
* xyz -1 2
C 0.81 2.36 1.29
C 0.06 1.11 0.93
O 0.06 0.97 -0.48
C -0.58 -0.09 -1.02
O -0.52 -0.20 -2.26
O -1.17 -0.91 -0.27
O 0.98 2.69 2.48
Sn -1.69 -1.93 -2.09
H 1.44 2.81 0.50
H -0.97 1.17 1.32
H 0.54 0.23 1.40
H 0.13 2.58 3.81
*
```